[1]
DFT (the ωB97M-V functional and the def2-TZVPD basis) results for a cluster of 2 separate species, C7H16O in total in a non-equilibrium geometry.

Positions of all 24 atoms, in Å:
C  1.338  1.715  0.144
C  1.186  0.223  0.447
C  0.452  0.016  1.783
C  1.073  -0.881  -0.884
C  -0.105  -0.987  -1.825
O  1.420  -2.144  -0.378
H  0.388  2.246  0.155
H  1.962  2.179  0.907
H  1.808  1.870  -0.827
H  2.211  -0.106  0.672
H  1.128  0.285  2.595
H  -0.431  0.641  1.875
H  0.170  -1.027  1.921
H  1.948  -0.561  -1.465
H  -0.064  -0.242  -2.616
H  -0.109  -1.988  -2.264
H  -1.077  -0.829  -1.298
H  0.653  -2.521  0.067
C  -1.918  0.685  -0.237
C  -2.732  -0.032  0.518
H  -2.303  1.462  -0.880
H  -0.815  0.658  -0.117
H  -2.375  -0.791  1.192
H  -3.805  0.127  0.514

As for the charge: 0. Its energy above the lowest of the compared OMol25 structures with the same formula, charge and spin is 59.1 kcal/mol. The HOMO-LUMO gap is 10.70 eV. As for the SMILES: CC(C)[C@H](C)O.C=C. The LUMO energy is 0.95 eV. The molar mass is 116.204 g mol⁻¹.

Atomic partial charges in e from the Mulliken method, atoms 1 to 2: C -1.1846; C 0.1301


[2]
DFT (the ωB97M-V functional and the def2-TZVPD basis) results for a cluster of 3 separate species, C7H16O2 in total in a non-equilibrium geometry.

Positions of all 25 atoms, in Å:
C  1.161  1.388  0.049
C  0.173  1.045  -0.780
C  -0.053  1.887  -2.009
C  -0.719  -0.133  -0.597
C  -1.984  -0.094  -1.009
C  -0.255  -1.299  0.248
C  0.994  -1.970  -0.376
H  1.489  0.958  0.999
H  1.758  2.280  -0.129
H  0.457  2.842  -1.931
H  0.357  1.276  -2.825
H  -1.077  2.047  -2.341
H  -2.664  -0.934  -0.939
H  -2.484  0.808  -1.344
H  -1.030  -2.065  0.332
H  -0.113  -1.062  1.282
H  1.734  -1.192  -0.568
H  0.605  -2.370  -1.311
H  1.479  -2.761  0.195
O  -1.561  0.338  2.204
H  -2.372  0.840  2.342
H  -1.020  0.781  1.542
O  1.677  -0.511  2.254
H  2.282  -1.107  1.798
H  1.165  -0.992  2.915

As for the charge: 0. Its energy above the lowest of the compared OMol25 structures with the same formula, charge and spin is 57.6 kcal/mol. The HOMO-LUMO gap is 9.32 eV. As for the SMILES: C=C(C)C(=C)CC.O.O. The LUMO energy is 0.72 eV. The molar mass is 132.203 g mol⁻¹.

Atomic partial charges in e from the Mulliken method, atoms 1 to 2: C -1.2540; C 1.2971


[3]
DFT (the ωB97M-V functional and the def2-TZVPD basis) results for a cluster of 3 separate species, C7H16O2P in total in a non-equilibrium geometry.

Positions of all 26 atoms, in Å:
C  1.155  0.591  -0.529
C  -6.075  -0.196  -0.379
C  -4.822  -2.426  -0.518
C  4.261  0.040  0.613
C  2.994  1.842  1.814
C  -5.154  -1.077  -1.196
C  3.593  1.424  0.530
O  5.348  -0.063  -1.934
O  -4.640  -0.779  -2.302
P  2.385  1.605  -0.883
H  0.217  0.340  -1.086
H  1.081  0.124  0.495
H  -5.568  0.761  -0.207
H  -6.974  -0.006  -0.891
H  -6.191  -0.678  0.591
H  -5.619  -3.181  -0.281
H  -4.178  -2.299  0.377
H  -4.083  -2.941  -1.111
H  3.423  -0.603  0.923
H  4.629  -0.216  -0.373
H  4.997  -0.005  1.434
H  3.828  1.921  2.580
H  2.363  1.013  2.302
H  2.391  2.707  1.792
H  6.296  -0.030  -1.966
H  4.342  2.131  0.206

As for the charge: -1. Its energy above the lowest of the compared OMol25 structures with the same formula, charge and spin is 122.5 kcal/mol. The HOMO-LUMO gap is 4.84 eV. The LUMO energy is 2.29 eV. The molar mass is 163.177 g mol⁻¹.

Atomic partial charges in e from the Mulliken method, atoms 1 to 2: C -0.3923; C -0.9160